# 1
Below is a cluster of 2 separate species, C2H9N2 in total, with properties calculated with wB97M-V/def2-TZVPD.

Its total energy is -5193.6313 eV. The calculation puts the HOMO-LUMO gap at 12.053 eV. The total charge is +1. As for the LUMO energy: -4.4 eV. The highest occupied orbital energy comes out at -0.6030 hartree.

Last column: Löwdin charge in e.
CARTESIAN COORDINATES (ANGSTROEM)
C: -2.5885 -0.4822 1.0106  -0.05
H: -2.0544 0.4732 0.9530  0.01
H: -2.5349 -0.8251 2.0380  0.03
H: -2.1225 -1.1383 0.2782  0.00
H: -3.6143 -0.2516 0.7450  0.03
N: 0.4915 0.0651 -0.2846  0.19
C: 1.5288 0.3386 -1.0467  -0.15
N: 2.7322 0.5953 -0.5812  0.21
H: 0.6874 -0.2961 0.6433  0.15
H: -0.3038 -0.2725 -0.8179  0.12
H: 1.4602 0.1829 -2.1182  0.17
H: 3.4753 0.7684 -1.2137  0.13
H: 2.8429 0.8424 0.3941  0.15

=====

# 2
Below is a structure of composition C21H46As3NO6PdSSe, with properties calculated with wB97M-V/def2-TZVPD.

Its total energy is -298472.3258 eV. The calculation puts the HOMO-LUMO gap (spin up / spin down) at 7.761 / 7.762 eV. The total charge is 0. As for the LUMO energy (spin up / spin down): -0.5 / -0.5 eV. The highest occupied orbital energy (spin up / spin down) comes out at -0.3044 / -0.3044 hartree.

Last column: Löwdin charge in e.
CARTESIAN COORDINATES (ANGSTROEM)
Pd: -0.4534 0.3983 -1.3975  0.70
C: -0.9335 0.8833 4.7088  -0.34
As: -0.9567 0.7129 2.7188  1.14
C: 0.4120 2.0744 2.4416  -0.33
C: 0.1870 -0.9104 2.5184  -0.35
C: -0.5334 -2.2659 2.3079  -0.68
C: 0.4813 -3.3890 2.5761  -0.09
C: -1.0074 -2.5169 0.8472  -0.30
As: -1.8661 -1.1759 -0.3377  1.15
C: -3.5669 -0.5600 0.3851  -0.27
C: -2.4752 -2.4015 -1.7326  -0.26
C: -1.7246 -2.4366 3.2528  -0.39
As: -1.3165 -2.6365 5.1882  1.11
C: -1.3552 -4.6119 5.2915  -0.34
C: -3.1785 -2.3903 5.7894  -0.34
H: -1.6626 0.2210 5.1721  -0.04
H: -1.2163 1.9102 4.9526  0.02
H: 0.0493 0.6767 5.1350  0.02
H: 1.2979 1.8649 3.0459  0.03
H: 0.0006 3.0421 2.7191  0.02
H: 0.6718 2.0896 1.3952  -0.01
H: 0.8135 -0.9780 3.4156  0.07
H: 0.8592 -0.7198 1.6682  0.07
H: 1.3395 -3.2849 1.9128  0.09
H: 0.0378 -4.3723 2.4121  0.09
H: 0.8522 -3.3420 3.6026  0.06
H: -1.6907 -3.3818 0.8599  0.08
H: -0.1501 -2.8185 0.2320  0.08
H: -4.1047 -1.3964 0.8484  0.04
H: -4.1372 -0.1612 -0.4545  0.03
H: -3.3827 0.2255 1.1097  -0.02
H: -3.1029 -3.1907 -1.3077  0.04
H: -1.6062 -2.8437 -2.2187  0.02
H: -3.0556 -1.8200 -2.4517  0.03
H: -2.2912 -3.3303 2.9661  0.07
H: -2.4097 -1.5846 3.1558  0.04
H: -0.4257 -5.0305 4.9129  0.00
H: -2.1897 -5.0208 4.7243  0.02
H: -1.4595 -4.9080 6.3351  0.01
H: -3.4723 -1.3484 5.6808  0.01
H: -3.2616 -2.6603 6.8419  0.02
H: -3.8589 -3.0113 5.2093  0.02
O: -2.7239 3.7500 -2.3161  -0.41
Se: -1.9879 2.3666 -2.1693  0.73
O: -2.7960 1.0591 -2.6300  -0.51
O: -1.4642 1.9993 -0.5934  -0.57
O: -0.5105 2.2664 -2.9163  -0.52
O: 1.9468 0.5174 -0.9650  -0.06
C: 2.6947 1.4297 -1.3864  -0.47
C: 4.1937 1.3138 -1.1995  -0.10
C: 4.7416 2.3351 -0.1998  -0.19
C: 4.9705 3.7197 -0.7885  -0.22
C: 3.7120 4.4163 -1.2904  -0.18
C: 3.0031 3.6597 -2.4099  -0.18
N: 2.2220 2.5378 -1.9464  0.08
H: 4.7004 1.4202 -2.1625  0.12
H: 4.3736 0.2983 -0.8389  0.12
H: 5.6909 1.9590 0.1901  0.11
H: 4.0623 2.3960 0.6557  0.12
H: 5.6764 3.6312 -1.6215  0.11
H: 5.4598 4.3483 -0.0419  0.11
H: 3.9782 5.4091 -1.6603  0.11
H: 3.0050 4.5640 -0.4701  0.12
H: 3.7323 3.3310 -3.1638  0.12
H: 2.3023 4.3220 -2.9205  0.13
H: 1.1902 2.6120 -2.0474  0.11
O: 0.2702 -1.0600 -2.6920  -0.67
S: 0.2067 -1.1609 -4.1882  1.01
C: -1.4875 -0.7778 -4.7356  -0.32
C: -1.2772 -0.0104 -6.0252  -0.23
C: -0.2335 1.0566 -5.7051  -0.23
C: 0.8818 0.3841 -4.9131  -0.29
H: -1.9535 -0.1463 -3.9649  0.05
H: -2.0383 -1.7095 -4.8426  0.09
H: -2.2197 0.4243 -6.3605  0.12
H: -0.9212 -0.6762 -6.8166  0.11
H: -0.6874 1.8296 -5.0772  0.09
H: 0.1633 1.5238 -6.6050  0.11
H: 1.2431 0.9861 -4.0841  0.07
H: 1.7228 0.0742 -5.5305  0.08

=====

# 3
Below is a cluster of 11 separate species, C44H78N10O2S in total, with properties calculated with wB97M-V/def2-TZVPD.

Its total energy is -76719.6608 eV. Its structure (SMILES) is O=S1(=O)CCCC1.CCCC#N.CCCC#N.CCCC#N.CCCC#N.CCCC#N.CCCC#N.CCCC#N.CCCC#N.CCCC#N.CCCC#N. The calculation puts the HOMO-LUMO gap at 10.721 eV. The total charge is 0. As for the LUMO energy: 0.6 eV. The highest occupied orbital energy comes out at -0.3736 hartree.

Last column: Löwdin charge in e.
CARTESIAN COORDINATES (ANGSTROEM)
C: -0.5072 5.1401 1.7090  -0.21
C: 0.1314 6.5835 1.7907  -0.16
C: 1.3477 6.4647 0.8798  -0.27
S: 1.9124 4.8321 0.7372  0.64
O: 3.1725 4.6683 1.4463  -0.34
O: 1.8347 4.3944 -0.6392  -0.32
C: 0.6611 4.1759 1.8049  -0.23
H: -0.9533 5.1384 0.7091  0.08
H: -1.3006 4.9144 2.3540  0.09
H: 0.3523 6.9614 2.7338  0.09
H: -0.5135 7.2957 1.1783  0.13
H: 2.2274 7.0790 1.1546  0.12
H: 1.0926 6.7367 -0.0942  0.06
H: 1.0566 4.2786 2.8116  0.11
H: 0.3751 3.0758 1.5182  0.13
C: 5.9963 -3.5164 -4.8929  -0.09
C: 6.2641 -2.1375 -4.1680  -0.24
C: 6.4903 -2.3891 -2.7079  -0.20
C: 5.3218 -2.9316 -1.9341  -0.21
N: 4.4725 -3.2487 -1.2377  0.14
H: 5.1439 -4.0393 -4.3243  0.08
H: 6.9498 -4.0895 -4.8441  0.08
H: 5.7637 -3.4699 -5.9318  0.05
H: 5.4201 -1.4442 -4.2841  0.09
H: 7.1560 -1.6814 -4.6448  0.12
H: 6.7556 -1.5565 -2.0943  0.11
H: 7.3679 -3.0038 -2.5182  0.12
C: -1.7870 3.4901 -4.5993  -0.11
C: -0.3110 3.4148 -4.1508  -0.22
C: 0.2603 4.8192 -3.7423  -0.17
C: -0.4518 5.4068 -2.6368  -0.23
N: -1.1209 5.9232 -1.8683  0.18
H: -2.0888 2.4965 -4.9434  0.07
H: -2.0822 4.2154 -5.4199  0.10
H: -2.4066 3.7969 -3.8193  0.02
H: 0.2442 3.0899 -5.0610  0.11
H: -0.2107 2.6621 -3.3978  0.09
H: 0.0629 5.4946 -4.6018  0.13
H: 1.3123 4.7191 -3.5589  0.11
C: 2.1194 -4.1882 -5.4576  -0.11
C: 1.1779 -3.3293 -4.6634  -0.27
C: 1.8173 -2.3426 -3.7252  -0.19
C: 2.4395 -1.1295 -4.3385  -0.22
N: 2.8639 -0.1315 -4.7119  0.14
H: 1.5316 -4.9014 -6.0165  0.07
H: 2.7227 -4.7882 -4.8420  0.05
H: 2.6932 -3.6351 -6.2231  0.09
H: 0.5433 -3.9901 -4.0495  0.11
H: 0.5346 -2.8015 -5.3480  0.11
H: 2.5606 -2.7528 -3.0164  0.09
H: 1.0159 -1.8485 -3.1136  0.10
C: -5.7216 -2.6299 -1.8281  -0.10
C: -5.4755 -1.1173 -1.4916  -0.22
C: -4.7650 -0.5072 -2.7377  -0.18
C: -3.3800 -1.0351 -2.8850  -0.21
N: -2.3069 -1.4464 -3.0149  0.14
H: -6.1607 -2.6851 -2.8143  0.06
H: -6.2685 -3.1069 -1.0340  0.06
H: -4.7464 -3.1546 -2.0552  0.07
H: -4.9307 -0.9285 -0.5511  0.08
H: -6.4622 -0.6959 -1.4972  0.10
H: -4.7701 0.5652 -2.6066  0.03
H: -5.3493 -0.7676 -3.6280  0.12
C: -3.8700 3.0801 1.7662  -0.08
C: -4.0783 4.2852 0.8011  -0.22
C: -3.6880 4.0308 -0.6584  -0.22
C: -4.6160 3.1786 -1.3726  -0.20
N: -5.2216 2.5256 -2.1124  0.15
H: -2.9134 2.6126 1.5601  0.04
H: -4.6374 2.3086 1.6482  0.05
H: -3.7816 3.4502 2.8053  0.09
H: -3.3379 5.0457 0.9906  0.08
H: -5.0680 4.6913 0.9190  0.10
H: -2.7017 3.5334 -0.6738  0.05
H: -3.5489 4.9444 -1.3082  0.12
C: 7.1113 0.2863 4.4856  -0.11
C: 5.8910 0.2224 3.6008  -0.28
C: 4.7468 -0.7090 4.0442  -0.18
C: 3.9100 -0.0234 5.0857  -0.22
N: 3.3057 0.4110 5.9628  0.14
H: 7.3518 -0.6660 4.8399  0.04
H: 6.7640 0.8412 5.4515  0.11
H: 7.9949 0.7526 4.1065  0.06
H: 6.2063 -0.2675 2.6879  0.10
H: 5.5235 1.1910 3.3181  0.11
H: 5.2225 -1.6375 4.5025  0.14
H: 4.0660 -1.0586 3.2537  0.08
C: 0.1342 -0.6708 6.4897  -0.09
C: -0.3048 -2.1142 6.2780  -0.28
C: -0.5068 -2.4889 4.8766  -0.22
C: 0.7211 -2.1671 4.1041  -0.18
N: 1.4556 -1.7040 3.3414  0.17
H: -0.1421 -0.2740 7.4664  0.08
H: -0.3201 0.0066 5.7311  0.07
H: 1.1618 -0.5321 6.3666  0.00
H: -1.3684 -2.2802 6.6567  0.13
H: 0.2483 -2.9102 6.7484  0.10
H: -1.2752 -1.7653 4.4857  0.10
H: -0.7582 -3.4687 4.6606  0.09
C: -1.2238 -6.3686 0.0705  -0.13
C: -0.2041 -5.3702 -0.3894  -0.26
C: -0.8820 -4.0944 -0.9714  -0.15
C: -1.9743 -3.4859 -0.0747  -0.16
N: -2.6724 -2.9867 0.6946  0.17
H: -1.9957 -6.6215 -0.6994  0.09
H: -1.8254 -5.9526 0.8880  0.07
H: -0.7965 -7.3078 0.4208  0.07
H: 0.4576 -5.8182 -1.1388  0.10
H: 0.5549 -5.1994 0.4118  0.12
H: -1.3140 -4.3139 -1.9509  0.11
H: -0.2137 -3.2481 -1.1598  0.08
C: -5.2502 -1.1933 3.7363  -0.06
C: -5.0332 -0.2858 2.4534  -0.25
C: -3.6856 -0.3107 1.8398  -0.23
C: -2.7458 0.1873 2.8624  -0.22
N: -1.9858 0.4306 3.7085  0.19
H: -4.3961 -1.9121 3.8845  0.08
H: -6.1372 -1.7395 3.5610  0.04
H: -5.3921 -0.6568 4.7178  0.09
H: -5.3902 0.6776 2.5763  0.06
H: -5.7764 -0.6333 1.7158  0.11
H: -3.6570 0.3405 0.9973  0.09
H: -3.3184 -1.3195 1.6912  0.05
C: 2.1220 0.2548 -0.1068  -0.06
C: 0.8804 -0.7216 -0.2823  -0.23
C: -0.3659 -0.2677 0.5257  -0.16
C: -0.9311 1.0154 -0.0710  -0.18
N: -1.3928 1.9163 -0.6151  0.19
H: 2.2903 0.5314 0.9467  0.07
H: 1.9366 1.2046 -0.5665  0.05
H: 3.0556 -0.2199 -0.4387  0.06
H: 1.2233 -1.6825 -0.0328  0.07
H: 0.5643 -0.8490 -1.3404  0.08
H: -0.0965 -0.0777 1.6439  0.12
H: -1.2003 -0.9930 0.5194  0.07

=====

# 4
Below is a cluster of 2 separate species, C4H8O in total, with properties calculated with wB97M-V/def2-TZVPD.

Its total energy is -6322.7316 eV. Its structure (SMILES) is C=CC.C=O. The calculation puts the HOMO-LUMO gap at 10.494 eV. The total charge is 0. As for the LUMO energy: 0.9 eV. The highest occupied orbital energy comes out at -0.3510 hartree.

Last column: Löwdin charge in e.
CARTESIAN COORDINATES (ANGSTROEM)
O: 0.8062 2.6764 -1.2896  0.03
C: 1.7994 2.2879 -0.8132  -0.17
H: 2.2186 2.8595 -0.0596  0.06
H: 2.1546 1.3012 -1.0573  0.07
C: -0.5676 -1.5529 -0.6360  -0.13
C: -0.4873 -0.5154 0.4497  -0.24
C: -1.2606 -0.5843 1.5562  -0.02
H: -1.0846 -2.4340 -0.1171  0.09
H: -1.1456 -1.2434 -1.4949  0.06
H: 0.3818 -1.8419 -1.1520  0.08
H: 0.3027 0.1835 0.4401  0.05
H: -1.0077 0.1606 2.2576  0.02
H: -2.1097 -1.2973 1.9161  0.10

=====

- Which value of total charge does entry 2 give?
  0